Version one
Entry from the OMol25 dataset: a single C8H14 molecule (wB97M-V/def2-TZVPD).

Each line ends with the Mulliken charge.
CARTESIAN COORDINATES (ANGSTROEM)
C (0.43515, 2.49318, -1.50164)  -1.07
C (1.07064, 2.25262, -0.10451)  -0.40
C (1.05930, 0.74220, 0.31636)  -0.89
C (-0.28694, 0.20335, 0.72511)  1.03
C (-0.96922, 0.75222, 1.72712)  -1.13
C (-0.55137, -3.46882, -0.51413)  -1.19
C (-0.11008, -2.01975, -0.44048)  -0.17
C (-0.79953, -1.09303, 0.21104)  -0.28
H (1.01133, 3.04383, -2.23832)  0.33
H (-0.61312, 2.79621, -1.53996)  0.31
H (0.39397, 1.48959, -1.93266)  0.23
H (0.31269, 2.68669, 0.53831)  0.22
H (2.07314, 2.64986, -0.03384)  0.45
H (1.68712, 0.85751, 1.20264)  0.35
H (1.50166, 0.11512, -0.45803)  0.23
H (-1.99236, 0.57637, 2.04732)  0.27
H (-0.60475, 1.56824, 2.35457)  0.31
H (0.25751, -4.05621, -0.93658)  0.33
H (-1.53923, -3.51010, -0.98694)  0.29
H (-0.69896, -3.97921, 0.44859)  0.30
H (0.93592, -1.91348, -0.70698)  0.23
H (-1.87447, -1.13806, 0.37315)  0.26

Properties
M = 110.2 g/mol
highest occupied orbital energy = -8.4125 eV
SMILES = C=C(/C=C/C)CCC
orbital gap = 9.5 eV
spin multiplicity = 1
LUMO energy = 1.1 eV

Version two
Entry from the OMol25 dataset: 2 unconnected molecules or ions with the total composition C8H14 (wB97M-V/def2-TZVPD).

Each line ends with the Mulliken charge.
CARTESIAN COORDINATES (ANGSTROEM)
C (-2.57330, 2.25227, 0.43576)  -1.11
C (-1.22602, 1.55161, 0.72222)  -0.38
C (-1.35384, -0.01694, 0.48423)  -1.04
C (-0.04121, -0.79811, 0.58139)  -0.72
C (1.20602, 0.08759, -1.43116)  -1.04
C (1.04729, -0.71659, -0.29927)  1.24
C (2.14497, -1.65954, -0.11857)  -0.36
C (3.41494, -1.62409, -0.58359)  -0.86
H (-2.56565, 2.41522, -0.65718)  0.28
H (-3.39789, 1.55719, 0.72909)  0.29
H (-2.72998, 3.22236, 0.92859)  0.34
H (-0.37614, 1.79589, 0.12086)  0.41
H (-1.03263, 1.48064, 1.80156)  0.29
H (-2.10855, -0.45614, 1.14732)  0.43
H (-1.80328, -0.12772, -0.51838)  0.42
H (0.29633, -1.14703, 1.54937)  0.27
H (-1.03192, -2.42227, 0.15229)  0.12
H (0.28172, 0.32472, -1.96089)  0.28
H (2.08575, 0.06656, -2.05940)  0.30
H (1.88481, -2.61200, 0.32964)  0.31
H (4.09882, -2.45616, -0.34927)  0.25
H (3.77976, -0.71748, -1.00464)  0.29

Properties
M = 110.2 g/mol
highest occupied orbital energy = -8.1414 eV
orbital gap = 7.4 eV
spin multiplicity = 1
LUMO energy = -0.7 eV

Here are the energies relative to the best structure, in kcal/mol: version one 0.0; version two 77.5.

Version one
Entry from the OMol25 dataset: a gas-phase ion, C5H10NS (charge +1) (wB97M-V/def2-TZVPD).

Each line ends with the Mulliken charge.
CARTESIAN COORDINATES (ANGSTROEM)
C (1.38725, -0.73126, 0.05156)  0.51
C (1.78062, -1.95942, -0.20510)  -0.76
C (-0.49981, 0.78609, 0.88231)  -0.83
C (0.54989, 1.74473, 0.38027)  -0.47
C (-0.75060, -0.36532, -1.37480)  -0.85
N (-0.38878, -0.46068, 0.14281)  -0.19
S (2.12762, 0.75477, 0.31572)  -0.06
H (2.80397, -2.15736, -0.30482)  0.33
H (1.21389, -2.92102, -0.09238)  0.25
H (-0.25703, 0.57711, 1.89031)  0.47
H (-1.44735, 1.30687, 0.67936)  0.37
H (0.16976, 2.08291, -0.65321)  0.33
H (0.56937, 2.53613, 1.11683)  0.42
H (-0.94075, 0.63749, -1.65984)  0.31
H (0.04219, -0.80248, -1.94692)  0.36
H (-1.60666, -0.99481, -1.51762)  0.40
H (-0.83478, -1.34890, 0.49590)  0.43

Properties
M = 116.2 g/mol
charge = +1
highest occupied orbital energy = -13.1768 eV
SMILES = C=C1SCC[N@H+]1C
orbital gap = 9.8 eV
spin multiplicity = 1
LUMO energy = -3.3 eV

Version two
Entry from the OMol25 dataset: 2 unconnected molecules or ions with the total composition C5H10NS (wB97M-V/def2-TZVPD).

Each line ends with the Mulliken charge.
CARTESIAN COORDINATES (ANGSTROEM)
C (2.20547, -1.39665, -0.45917)  -0.44
C (2.25439, -0.73502, -1.45961)  -0.38
C (-0.14682, -0.78990, 1.03849)  0.15
C (0.59512, 0.34310, 1.60479)  -0.94
C (-1.68961, 0.40306, -0.61546)  -0.74
N (-0.57054, -0.65062, -0.37359)  0.02
S (-0.50678, -2.23687, 1.69161)  -0.06
H (2.57765, -2.00291, 0.33622)  0.45
H (2.00104, -0.04385, -2.15942)  0.46
H (1.56048, -0.02984, 1.93755)  0.33
H (0.25710, 0.68558, 2.60109)  0.38
H (0.54078, 1.25560, 1.02844)  0.29
H (-2.45301, 0.07161, 0.24136)  0.32
H (-1.09763, 1.27259, -0.43374)  0.33
H (-2.19055, 0.06994, -1.51640)  0.35
H (0.32709, -0.43663, -0.84728)  0.04
H (-0.83625, -1.59303, -0.73980)  0.44

Properties
M = 116.2 g/mol
charge = +1
highest occupied orbital energy = -13.7278 eV
orbital gap = 8.7 eV
spin multiplicity = 1
LUMO energy = -5.0 eV

Here are the energies relative to the best structure, in kcal/mol: version one 0.0; version two 46.1.

Version one
Entry from the OMol25 dataset: a gas-phase ion, C5H10NS (charge +1) (wB97M-V/def2-TZVPD).

Each line ends with the Mulliken charge.
CARTESIAN COORDINATES (ANGSTROEM)
C (0.57235, 0.09370, 1.49269)  -1.22
C (-0.00749, 1.17261, 2.05351)  -0.14
C (0.38337, 0.58649, 0.04182)  0.78
C (1.66284, 0.93365, -0.90476)  -1.15
C (-1.78844, -0.79339, 0.03780)  -0.92
N (-0.49674, -0.40016, -0.72813)  -0.26
S (-0.65369, 2.08307, 0.69788)  -0.12
H (1.07369, -0.82462, 1.61943)  0.47
H (-0.06952, 1.37511, 3.13800)  0.44
H (2.18681, 0.15948, -1.32132)  0.46
H (2.30256, 1.45873, -0.15477)  0.34
H (1.18409, 1.47877, -1.78394)  0.35
H (-2.58851, 0.06907, -0.07314)  0.33
H (-2.15880, -1.51571, -0.58880)  0.46
H (-1.40924, -1.12321, 1.04121)  0.40
H (-0.89101, -0.12537, -1.65521)  0.40
H (0.16361, -1.10799, -0.93981)  0.39

Properties
M = 116.2 g/mol
charge = +1
highest occupied orbital energy = -12.9296 eV
SMILES = C[NH2+][C@]1(C)C=CS1
orbital gap = 9.3 eV
spin multiplicity = 1
LUMO energy = -3.6 eV

Version two
Entry from the OMol25 dataset: 2 unconnected molecules or ions with the total composition C5H10NS (wB97M-V/def2-TZVPD).

Each line ends with the Mulliken charge.
CARTESIAN COORDINATES (ANGSTROEM)
C (-0.59788, 0.20235, 0.86234)  0.15
C (-1.75804, -0.23513, 0.48241)  0.20
C (0.49608, 2.19603, -1.85393)  -0.11
C (2.04303, -0.72673, 1.20345)  -0.88
C (-2.82318, -0.72687, 1.38232)  -0.99
N (1.47231, 1.62025, -1.30288)  -0.41
S (0.87218, 0.69893, 0.99429)  0.05
H (-2.09620, -0.10409, -0.53123)  0.35
H (0.54004, 2.57275, -2.87962)  0.28
H (-0.53745, 1.94576, -1.68762)  0.11
H (1.73555, -1.63110, 1.66892)  0.36
H (2.82970, -0.50721, 1.92013)  0.37
H (-3.45596, -1.34115, 0.78345)  0.32
H (-3.40462, 0.15828, 1.72286)  0.29
H (-2.36335, -1.29251, 2.20750)  0.34
H (2.43155, 1.92701, -1.50361)  0.23
H (2.56264, -0.96934, 0.25337)  0.33

Properties
M = 116.2 g/mol
charge = +1
highest occupied orbital energy = -13.5582 eV
orbital gap = 8.8 eV
spin multiplicity = 1
LUMO energy = -4.7 eV

Here are the energies relative to the best structure, in kcal/mol: version one 0.0; version two 26.3.